DFT (ωB97M-V with the def2-TZVPD basis set) results for C10H29FeN8O17 as an isolated structure.

Output
charge	+2
orbital gap (alpha / beta)	5.836 / 2.756	eV
multiplicity	6
LUMO (alpha / beta)	-9.0774 / -12.1581	eV
HOMO level (alpha / beta)	-14.914 / -14.914	eV

Positions of all 65 atoms, in Å:
Fe 3.37118 -0.57503 1.68978
O -2.54712 4.08443 -0.66925
O -2.68568 -2.34254 -2.86035
O 2.58637 -5.76911 1.68102
O -0.64406 -1.79472 -2.48124
O -2.99595 1.98243 -0.51875
O 1.81057 -6.00428 -2.95032
O -1.05575 6.54643 1.21880
O -2.20562 -2.08765 2.42148
O 2.67780 1.91763 -4.06678
O 4.24667 1.10881 -2.81192
O -0.01785 -5.13811 -2.19443
O -2.86665 6.45422 2.29456
O 0.80045 3.94278 -0.31375
O 2.20445 5.54752 -0.49157
O -1.37494 -3.19941 4.06441
O 3.02442 -5.27088 3.74082
O 2.04728 -0.22668 0.55785
N -1.92688 5.88914 1.89634
N -1.72783 -2.27324 -2.14631
N 1.14828 5.04442 -0.75503
N -1.63358 -2.16948 3.49251
N 2.26827 -5.37967 2.78937
N 1.18697 -5.16628 -2.34187
N 3.10854 1.13615 -3.24640
N -2.46255 2.92490 -1.05891
C 2.13884 0.11417 -2.71537
C -1.60065 4.48106 2.23641
C 0.71911 -0.67804 0.40477
C -0.36276 0.37590 0.23306
C -1.26942 -0.91122 4.18644
C -1.72613 2.65490 -2.31263
C -1.93104 -2.84555 -0.77610
C 0.27750 5.76362 -1.73805
C 1.98244 -4.07780 -1.71722
C 0.90256 -4.80737 2.93359
H 0.70268 5.64292 -2.72838
H -0.81442 4.17588 1.54026
H 0.64748 -1.31744 -0.48533
H 0.96911 -3.79738 2.54153
H 2.73072 -0.62515 -2.19525
H 2.77282 -4.46801 -1.08903
H -1.01679 -3.11911 -0.26372
H -0.17251 0.77191 -0.76638
H 0.18666 -5.38731 2.36024
H -0.39418 1.23038 0.91323
H -0.69411 2.98996 -2.28309
H 0.63396 -4.87781 3.98019
H 1.49092 -0.24279 -3.50457
H -2.52743 -2.06286 -0.31499
H 1.28626 -3.47633 -1.13504
H -1.34338 4.49780 3.29496
H -0.70665 5.30589 -1.70819
H 0.25822 6.75684 -1.30075
H -1.91106 -0.10234 3.85692
H -2.29628 3.06134 -3.14320
H -2.52512 -3.74559 -0.88794
H 2.31720 -3.45697 -2.54528
H 1.58574 0.75857 -2.02942
H -0.24993 -0.67154 3.88071
H -1.30977 -1.06071 5.25803
H -1.66196 1.57691 -2.43794
H -2.49236 3.87578 2.06876
H 0.42027 -1.41378 1.17282
H -1.35327 -0.07051 0.27589

Löwdin population analysis, charges in e, atoms 1 to 5: 1.27 0.02 0.12 0.06 0.01

***

DFT (ωB97M-V with the def2-TZVPD basis set) results for a 6-piece molecular cluster, C10H29N3O13S2 overall.

Output
charge	0
orbital gap	10.803	eV
ΔE to the lowest compared entry with this formula, charge and spin	0.0	kcal per mole
LUMO	-0.1014	eV
SMILES string	CCOS(C)(=O)=O.CCOS(C)(=O)=O.C[N+](=O)[O-].C[N+](=O)[O-].C[N+](=O)[O-].CO
HOMO level	-10.904	eV

Positions of all 57 atoms, in Å:
S 2.77262 -0.93109 -4.34261
S -2.11246 -2.44560 0.85992
O -6.09584 0.53342 0.52874
O 0.14698 -0.23113 -0.88929
O 3.10608 -1.91367 -5.33204
O 2.29679 0.39710 -5.16834
O 4.57670 -0.21246 1.78456
O 1.55626 3.94524 5.36358
O -3.39153 -1.93159 0.44479
O 3.67504 -0.52254 -3.30174
O 4.29347 -2.29825 1.38290
O 0.22092 4.43273 3.74760
O -5.81749 -0.65169 -1.23372
O -1.59278 -1.53073 2.07619
O -1.05088 -2.56269 -0.10814
N 1.14827 3.80981 4.23443
N -5.47181 0.21008 -0.45590
N 4.08485 -1.12069 1.15720
C -4.17770 0.88071 -0.70623
C 3.16220 -0.86099 0.02048
C 1.21540 -1.39794 -3.56376
C 1.86970 2.89102 3.30388
C 1.97505 1.59096 -4.44971
C -0.14527 0.66571 0.16697
C -2.33026 -3.99883 1.68157
C 3.18154 2.39869 -4.05092
C -2.38990 -1.39650 3.27088
C -2.60149 0.07662 3.53121
H 1.35723 2.13834 -5.16229
H 1.43082 -2.17458 -2.83683
H 0.20110 1.65635 -0.12399
H -3.34319 -1.91922 3.16920
H -3.17403 -3.95290 2.36630
H 3.94678 2.46840 -4.82186
H -4.02050 1.54848 0.13787
H -4.14205 1.43537 -1.63763
H -2.50069 -4.77593 0.94131
H 0.66168 -0.55321 -3.17020
H -1.65063 0.55413 3.76582
H -3.20432 0.11830 4.44485
H -0.38114 -1.04361 -0.71493
H 3.09287 0.20596 -0.16880
H 2.82569 3.39732 -3.77749
H 1.35460 1.46562 -3.55545
H -3.36852 0.15860 -0.66694
H 2.22862 -1.35568 0.25357
H -1.21286 0.70554 0.40464
H 2.79092 2.54777 3.75752
H 1.18441 2.07791 3.08239
H 2.01985 3.53772 2.44439
H 3.67049 2.04468 -3.14262
H -1.45307 -4.19486 2.29620
H -1.91744 -1.84336 4.14765
H -3.14602 0.62901 2.77004
H 0.62965 -1.78794 -4.39718
H 0.34254 0.34686 1.09575
H 3.67274 -1.26074 -0.85378

Löwdin population analysis, charges in e, atoms 1 to 5: 0.62 0.63 0.06 -0.16 -0.27

***

DFT (ωB97M-V with the def2-TZVPD basis set) results for C10H30FO10Y as an isolated structure.

Output
charge	+2
orbital gap	7.584	eV
ΔE to the lowest compared entry with this formula, charge and spin	0.0	kcal per mole
LUMO	-7.6776	eV
HOMO level	-15.262	eV

Positions of all 52 atoms, in Å:
Y 1.99035 0.00759 1.14076
F 0.35785 -0.15902 0.36226
O 1.24865 1.60885 1.38089
O 0.66810 3.09897 -0.00178
O 1.57128 -1.87377 1.41257
O -1.43339 1.12537 0.88461
O -0.26917 -1.71823 -4.16088
O 2.58083 -0.41188 -0.69413
O -1.49622 -1.16097 -0.55009
O -1.29286 -3.19796 1.55078
O 0.20513 1.18152 -3.20999
O -1.50689 2.74177 2.22803
C -2.21733 -1.11493 0.64203
C -0.56967 2.01294 2.99253
C 2.61628 -1.85136 -0.79496
C 1.62731 -2.50379 0.16104
C -1.45969 1.82670 -0.41356
C 0.87369 2.28010 2.56958
C 0.09079 -1.19850 -2.91133
C -0.04765 2.22480 -0.86447
C -1.31142 -1.78451 1.67122
C -0.44914 0.13666 -2.46322
H -3.15658 -1.65595 0.52710
H -2.54812 -0.10908 0.90073
H -0.00913 2.64154 -1.87092
H -0.16952 -1.97917 -2.19657
H -1.55756 2.17061 1.45808
H -1.69249 -1.53870 2.66241
H 1.48741 1.78013 3.31890
H -0.32846 -1.32068 1.58920
H -2.03634 2.73963 -0.26474
H 1.20188 -2.51630 2.02274
H 2.54972 -2.25161 -1.80662
H 3.58328 -2.20302 -0.43531
H 1.17767 -1.17974 -2.99174
H -1.87222 1.15182 -1.16352
H 0.75237 2.11773 0.73561
H -0.74488 2.30470 4.02803
H -1.05361 -2.27063 -4.12750
H 0.64636 -2.76556 -0.23558
H -2.19078 -3.53418 1.50263
H 3.31189 -0.20106 -1.27953
H 1.32165 3.62356 -0.47006
H -0.12465 0.26713 -1.43085
H -0.71241 0.49489 0.81912
H -0.67430 0.92821 2.97019
H 0.52558 1.33845 -1.13627
H 0.89693 3.36942 2.60000
H -0.27138 1.23588 -4.04161
H -0.68759 -0.70186 -0.31146
H -1.52306 0.25886 -2.60416
H 2.12152 -3.46535 0.29983

Löwdin population analysis, charges in e, atoms 1 to 5: 1.63 -0.36 -0.26 0.04 -0.16

***

DFT (ωB97M-V with the def2-TZVPD basis set) results for C10H30LiO5S5 as an isolated structure.

Output
charge	+1
orbital gap	8.812	eV
ΔE to the lowest compared entry with this formula, charge and spin	84.8	kcal per mole
LUMO	-1.9853	eV
HOMO level	-10.797	eV

Positions of all 51 atoms, in Å:
S 1.29149 -1.33185 -2.45142
S 2.34750 -2.21468 0.55137
S -0.44928 3.45629 -1.54829
S -3.32119 -0.19306 0.52652
S 1.76428 0.67354 2.94420
O 2.82357 -1.94735 1.95445
O 0.92569 -0.71098 -1.13678
O 1.19407 0.72162 1.48039
O -1.81699 -0.18505 0.74692
O -0.80453 2.10037 -0.84349
C 2.45756 -3.96011 0.37490
C 0.58785 -2.22498 0.50723
C -3.52741 -0.12474 -1.23693
C 2.89933 2.09750 2.99655
C -1.15709 4.83440 -0.57763
C 0.37189 1.32373 3.85663
C -3.75047 -1.89491 0.74141
C 0.13932 -0.67821 -3.67610
C 0.60555 -3.00284 -2.44075
C 1.24931 3.60034 -0.97449
Li -0.13084 0.61579 0.04834
H -0.38805 0.26286 3.99095
H 0.16124 -1.02669 -4.44416
H 0.49255 1.51003 4.79137
H -4.63383 0.03206 -1.26355
H 1.27725 3.77354 0.05344
H -3.12171 -0.92433 -1.72872
H -3.54508 -2.50968 -0.39484
H 0.41008 -2.72891 -0.32063
H 2.38713 3.01103 2.56447
H 3.61137 1.94790 2.11652
H -0.86410 4.85281 0.54357
H 1.78485 -4.32226 -0.41731
H 0.70738 0.34631 -3.98713
H 3.42613 -4.26831 0.04422
H 2.05100 -4.41434 1.23886
H 0.07729 -1.34861 0.41381
H -0.05120 -2.85643 1.22641
H -0.39468 -3.02111 -2.10063
H -0.84913 5.66980 -1.15035
H 1.07622 -3.67225 -1.58506
H 0.57741 -3.22580 -3.50628
H 3.31714 2.03799 3.90472
H -0.36138 1.98255 3.42114
H -0.82861 -0.52971 -3.19026
H 1.75933 2.56133 -1.11511
H -3.29118 -2.25802 1.79116
H 1.63527 4.48816 -1.35890
H -4.81689 -2.16317 0.85082
H -2.08291 5.05310 -0.53558
H -3.22249 0.78533 -1.69598

Löwdin population analysis, charges in e, atoms 1 to 5: 0.93 0.88 0.95 0.87 0.93

***

DFT (ωB97M-V with the def2-TZVPD basis set) results for a 10-piece molecular cluster, C10H30N10O20 overall.

Output
charge	0
orbital gap	10.624	eV
ΔE to the lowest compared entry with this formula, charge and spin	73.1	kcal per mole
LUMO	-0.2267	eV
SMILES string	C[N+](=O)[O-].C[N+](=O)[O-].C[N+](=O)[O-].C[N+](=O)[O-].C[N+](=O)[O-].C[N+](=O)[O-].C[N+](=O)[O-].C[N+](=O)[O-].C[N+](=O)[O-].C[N+](=O)[O-]
HOMO level	-10.851	eV

Positions of all 70 atoms, in Å:
O 0.09596 -9.09106 0.64378
O 8.74226 -1.93371 0.83728
O -4.72979 5.51839 4.18650
O -2.37103 6.03399 -6.75877
O -6.35493 4.27460 5.03763
O -0.22661 -0.23922 1.63735
O -1.82189 -9.06040 1.56270
O 8.91791 0.09260 0.04793
O -6.89225 1.32101 -4.24008
O -2.90628 10.47199 3.02149
O -1.15656 11.04451 4.00709
O -0.80722 5.86246 -5.22313
O 5.86864 -6.76738 -2.05845
O 0.32539 1.88947 1.64353
O 6.61472 -8.24791 -0.58369
O -6.03488 -0.52794 -3.51755
O -0.73021 -2.87456 -4.87253
O -3.92811 -5.57196 7.38165
O 1.08136 -2.44889 -5.89654
O -3.99603 -4.86768 9.38875
N -0.14482 -2.63008 -5.88865
N -6.17496 0.73929 -3.48681
N -0.75954 -8.57452 1.32964
N 0.53101 0.68459 1.45175
N -5.31713 4.92853 5.10414
N -1.46379 6.50156 -6.07896
N 6.55149 -7.72797 -1.74305
N -3.56082 -4.82471 8.20711
N 8.94790 -1.13953 -0.06175
N -1.71461 10.43134 3.12064
C 7.32187 -8.36899 -2.90531
C 1.70947 0.30679 0.63037
C -0.99224 7.86557 -6.35426
C -0.73925 -2.49035 -7.21513
C -5.33646 1.48803 -2.45133
C 9.29574 -1.68460 -1.39066
C -0.90513 9.83601 2.02064
C -2.59600 -3.75745 7.85386
C -0.51511 -7.26860 1.83621
C -4.80335 5.26796 6.49900
H -1.73063 -2.05899 -7.07655
H -0.10525 -1.86286 -7.84156
H -2.67250 -2.97535 8.60922
H -0.56875 8.87835 2.41795
H -5.46869 4.79340 7.22026
H 8.34274 -2.05593 -1.76751
H -5.11480 2.46822 -2.87344
H -0.54178 -7.29325 2.92560
H -0.73079 -3.50793 -7.60571
H 1.66606 -0.73412 0.30987
H 0.08375 7.87809 -6.52802
H -1.51906 9.85549 1.12019
H 8.34409 -7.99750 -2.83346
H -1.51148 8.17351 -7.26182
H -1.28074 8.46425 -5.49028
H 9.63725 -0.90066 -2.06660
H -5.94769 1.58432 -1.55398
H -4.45628 0.89814 -2.19558
H -1.63813 -4.27748 7.86630
H -0.04138 10.48941 1.89773
H 10.05032 -2.46925 -1.33548
H 7.29562 -9.45756 -2.85617
H 1.59478 0.89505 -0.28007
H 2.61583 0.51036 1.20062
H 0.50041 -6.97528 1.57017
H -3.76985 4.92872 6.56904
H -1.26619 -6.59907 1.41701
H 6.89476 -8.00900 -3.84130
H -2.81837 -3.43628 6.83626
H -4.86794 6.33232 6.72497

Löwdin population analysis, charges in e, atoms 1 to 5: 0.07 0.07 0.04 0.06 0.06

***

DFT (ωB97M-V with the def2-TZVPD basis set) results for a 6-piece molecular cluster, C10H30NO13 overall.

Output
charge	-1
orbital gap	6.767	eV
ΔE to the lowest compared entry with this formula, charge and spin	105.1	kcal per mole
LUMO	2.5067	eV
HOMO level	-4.260	eV

Positions of all 54 atoms, in Å:
O -5.70689 -2.23599 -0.52099
O 2.32938 -3.58341 3.69358
O -1.30113 0.35724 -1.04353
O 0.37078 1.22861 -0.07030
O 0.01049 6.26064 5.57281
O 2.84085 -1.05760 4.93168
O -0.26085 -3.27555 -3.13676
O -1.54620 2.15630 -0.05879
O 4.37022 0.76313 -1.73730
O -2.86442 -2.51256 -4.59676
O -5.01631 -3.25932 2.29978
O -1.45438 5.41143 3.12375
O 4.40110 2.01799 -5.20934
N -0.78168 1.22139 -0.34409
C 2.15994 -2.33771 3.08169
C 4.69829 1.59338 -2.85867
C 0.23658 6.73153 4.17237
C -4.95395 -3.29234 -0.01338
C 3.83065 1.30613 -4.02800
C -4.33609 -2.72130 1.25748
C 3.20945 -1.31003 3.54579
C -0.83902 -3.77718 -4.23990
C -1.53481 -2.60885 -5.00638
C -0.06535 5.62506 3.18833
H 0.40344 4.66014 3.38139
H -0.11783 -4.29195 -4.87472
H 5.72085 1.32940 -3.12848
H -4.18384 -3.39880 -0.77738
H 0.29179 6.98544 6.13596
H 3.93906 0.27052 -4.35027
H 2.94780 -0.36340 3.07300
H -6.61156 -2.29846 -0.20593
H 2.74961 1.40532 -3.92991
H 4.62481 2.63052 -2.53147
H -3.31130 -3.09249 1.24645
H -0.44235 7.56085 3.97390
H 1.53850 -4.11632 3.58351
H -5.54642 -4.19379 0.14307
H -1.48241 -4.57386 -3.86647
H -1.61577 4.69767 2.50238
H 0.13548 5.95610 2.16942
H -0.98641 -1.67266 -4.90195
H -1.68828 -2.93755 -6.03425
H 1.20368 -1.90327 3.37311
H 3.93651 1.60186 -5.93912
H 2.26432 -2.59992 2.02886
H 1.24059 7.03552 3.87629
H -4.18993 -1.64191 1.21687
H 3.61253 -0.75156 5.41381
H 4.25965 -1.53740 3.36277
H -0.82541 -2.59208 -2.76835
H -5.91950 -2.93397 2.29961
H -3.36215 -3.03704 -5.22826
H 3.61772 1.10186 -1.24678

Löwdin population analysis, charges in e, atoms 1 to 5: -0.07 -0.08 -0.09 -0.05 -0.08

***

Per-record calculated total energy, Ha: -3377.63888; -2336.83423; -1288.59917; -2773.12116; -2450.33347; -1431.63955
Per-record maximum force, eV/Å: 2.00; 1.61; 11.67; 18.33; 4.45; 4.46